1.
The following is a quantum chemistry calculation of a 14-piece molecular cluster, C31H85BrI2O18 overall, from OMol25.

XYZ file:
```
137
Properties=species:S:1:pos:R:3:forces:R:3:lowdin_charge:R:1
C 4.1100 -2.1755 1.3266 -0.64 0.45 -0.12 -0.113
C 2.8089 -2.6868 0.4708 0.68 -1.09 -0.90 -0.290
C 2.0603 -1.5114 -0.4127 1.12 0.15 1.41 -0.523
I 0.5464 -2.6108 -1.6324 0.84 0.68 0.16 0.909
C 1.2277 -0.4124 0.4970 -0.85 -0.86 -0.54 -0.237
O 1.1638 -0.9977 1.8699 -2.02 1.27 -1.25 -0.165
C -0.2267 -1.2016 2.2999 -0.76 -0.87 2.14 -0.265
C -0.2145 -1.1812 3.9723 -0.27 0.40 0.82 -0.114
C -1.3713 -0.1650 4.5961 -0.06 0.42 -0.09 -0.279
C -2.8942 -0.4986 4.0890 1.06 0.19 -2.10 -0.620
I -4.4619 0.2519 5.4843 0.99 -0.58 -0.75 0.763
C -0.8944 -2.6308 1.8262 -1.23 -0.07 -0.12 -0.086
C -2.2560 -2.2812 0.9206 0.68 0.68 -0.09 -0.195
O -3.0613 -3.5068 0.6822 1.59 -0.38 -2.90 -0.154
C -2.5840 -4.2019 -0.5320 4.59 -4.78 2.65 -0.160
O -1.7575 -5.2652 -0.3620 -5.82 7.04 -1.45 -0.069
C 1.8897 1.1071 0.4727 -0.06 0.07 0.06 -0.308
C 1.0566 2.2047 1.3852 -1.00 0.37 0.07 -0.088
C -0.3379 2.7451 0.6601 0.53 1.43 1.24 -0.197
O -1.3357 1.6942 0.4202 0.67 0.79 -1.46 -0.139
C 2.0252 1.7664 -1.0204 0.76 -0.09 0.24 -0.154
C 0.9429 1.2949 -2.1340 -0.47 2.28 -0.40 -0.612
C 0.3049 2.6310 -2.9134 -0.10 -0.29 0.34 -0.149
Br 1.9994 0.3343 -3.5855 -0.88 0.23 0.83 0.611
O 3.3011 0.9103 0.9317 -2.05 1.14 1.45 -0.199
C 3.4680 1.2154 2.3510 1.88 0.06 1.54 -0.133
H 4.8154 -3.0745 1.5798 -1.46 1.78 -0.54 0.074
H 4.6916 -1.3460 0.6954 -1.26 -1.85 1.47 0.096
H 3.7057 -1.7104 2.3274 1.03 -0.80 -1.96 0.073
H 2.0516 -3.3342 1.1289 1.64 1.78 -1.38 0.109
H 3.2313 -3.4629 -0.3327 -0.95 1.71 1.60 0.101
H 2.8598 -1.0021 -1.1016 -1.80 -1.05 1.10 0.082
H 0.1144 -0.4452 0.1006 2.38 0.63 0.74 0.091
H -0.9763 -0.3592 1.9880 1.78 -1.19 0.20 0.127
H -0.4226 -2.2313 4.4446 0.48 1.82 -1.14 0.111
H 0.8352 -0.8277 4.4046 -2.20 -0.63 -1.17 0.127
H -1.1180 0.9248 4.2309 -0.52 -2.04 0.74 0.101
H -1.3821 -0.1323 5.7691 0.31 -0.30 -2.27 0.104
H -3.0864 -1.6322 3.8193 0.28 2.36 0.96 0.072
H -3.0651 0.1376 3.0936 0.16 -1.50 2.21 0.053
H -1.3117 -3.2673 2.7459 1.00 1.54 -1.90 0.130
H -0.1426 -3.3338 1.2696 -1.51 1.54 0.82 0.086
H -2.9420 -1.4794 1.4778 1.44 -2.04 -1.09 0.106
H -2.0043 -1.8140 -0.1225 -0.22 -0.72 1.98 0.084
H -2.8716 -3.8003 -1.6063 0.35 -0.64 2.37 0.164
H 1.6782 3.2026 1.5961 -1.15 -2.31 -0.69 0.143
H 0.7411 1.8022 2.4447 0.71 0.51 -2.13 0.117
H -0.8266 3.4842 1.4607 1.08 -1.53 -1.69 0.134
H -0.0930 3.4199 -0.2719 -0.58 -1.60 1.61 0.109
H -1.5828 1.6589 -0.5506 0.53 0.19 1.68 0.086
H 3.1139 1.5339 -1.4301 -2.37 0.39 1.00 0.115
H 1.9855 2.9419 -0.8762 -0.04 -2.47 -0.37 0.128
H 0.0208 0.6902 -1.7545 2.22 0.55 -0.77 0.080
H 0.2545 2.4356 -4.0725 0.03 0.51 2.43 0.058
H -0.7808 2.7947 -2.4984 1.99 -0.19 -0.89 0.083
H 0.9217 3.6044 -2.6642 -1.21 -2.17 -0.64 0.070
H 4.5317 0.7716 2.6648 -2.32 0.86 -0.87 0.112
H 2.6970 0.7240 3.0791 1.20 0.84 -1.68 0.093
H 3.5581 2.3802 2.5975 -0.43 -2.42 -0.78 0.107
C 0.4180 6.8500 -1.0978 0.21 0.30 0.14 -0.150
O 0.3234 5.6794 -1.8884 0.04 -0.30 -0.55 -0.156
H 0.1517 6.6050 -0.0669 -0.06 -0.10 -0.18 0.080
H 1.4425 7.2287 -1.1271 -0.26 0.10 0.14 0.051
H -0.2723 7.6058 -1.4803 0.04 0.15 0.18 0.083
H 0.5651 5.9278 -2.7969 -0.13 -0.16 0.49 0.086
C 3.4506 9.3398 -1.6600 0.18 0.08 -0.11 -0.155
O 2.9311 8.2268 -2.3642 0.23 -0.30 -0.63 -0.151
H 2.8229 9.5322 -0.7868 0.04 -0.11 -0.16 0.082
H 4.4699 9.1213 -1.3324 0.00 0.23 0.14 0.079
H 3.4457 10.2180 -2.3103 0.07 0.15 0.21 0.078
H 3.5082 8.0802 -3.1329 -0.37 0.01 0.43 0.091
C -2.6385 4.2285 5.7323 -0.19 -0.11 -0.08 -0.155
O -1.8362 3.0630 5.7802 0.22 -0.37 -0.19 -0.163
H -2.0570 5.0755 6.1040 -0.04 -0.18 -0.05 0.070
H -2.9407 4.4218 4.7001 -0.12 0.25 0.07 0.084
H -3.5208 4.0907 6.3620 -0.09 0.23 -0.02 0.069
H -2.3784 2.3289 5.4447 0.26 0.27 0.26 -0.016
C 0.8865 6.1298 5.3128 -0.04 -0.20 0.03 -0.163
O 0.3850 5.3927 4.2129 -0.19 -0.46 -0.16 -0.143
H 1.2056 7.1149 4.9644 -0.08 -0.18 -0.03 0.081
H 0.1002 6.2478 6.0623 0.15 0.16 0.18 0.066
H 1.7412 5.6042 5.7454 0.04 0.20 0.19 0.079
H 0.1099 4.5241 4.5526 0.04 0.37 -0.20 0.062
C -0.4863 -1.1197 -6.3681 0.07 0.07 0.23 -0.177
O -0.6980 0.2711 -6.5273 0.10 0.56 0.16 -0.138
H -0.9425 -1.6471 -7.2092 0.00 0.17 0.18 0.062
H 0.5865 -1.3262 -6.3499 0.02 -0.26 0.03 0.072
H -0.9487 -1.4551 -5.4365 0.06 -0.27 -0.11 0.066
H -0.2826 0.7123 -5.7669 -0.18 -0.24 -0.42 0.036
C -5.2166 -0.2288 -0.1632 -0.08 0.10 0.18 -0.145
O -4.1159 0.5769 -0.5426 0.39 0.42 0.11 -0.140
H -5.4343 -0.9347 -0.9681 0.10 0.12 0.11 0.066
H -4.9682 -0.7817 0.7461 -0.26 -0.17 -0.01 0.066
H -6.0902 0.4043 0.0096 -0.15 -0.22 0.03 0.086
H -3.9463 1.1926 0.1906 0.07 -0.26 -0.44 0.073
C 5.5582 -3.1497 5.0057 -0.05 -0.19 0.07 -0.162
O 5.0567 -3.8868 3.9058 -0.20 -0.54 -0.01 -0.146
H 5.8773 -2.1646 4.6573 -0.08 -0.18 -0.05 0.079
H 4.7719 -3.0317 5.7552 0.14 0.17 0.17 0.075
H 6.4129 -3.6753 5.4383 0.06 0.21 0.18 0.075
H 4.7816 -4.7554 4.2454 0.14 0.48 -0.30 0.087
C 2.1120 -6.0887 -0.7235 -0.11 -0.01 -0.24 -0.172
O 3.4858 -6.2997 -0.9930 0.26 0.03 -0.36 -0.151
H 1.9764 -5.9634 0.3533 0.09 -0.02 -0.15 0.082
H 1.7730 -5.1867 -1.2386 -0.22 -0.16 0.19 -0.018
H 1.5363 -6.9533 -1.0629 -0.24 0.08 0.11 0.083
H 3.5750 -6.4073 -1.9552 0.15 0.04 0.46 0.078
C -5.4146 -1.6303 -3.9471 0.14 0.16 0.12 -0.167
O -5.6263 -0.2395 -4.1064 0.06 0.40 0.30 -0.126
H -5.8708 -2.1576 -4.7882 0.06 0.16 0.12 0.083
H -4.3418 -1.8367 -3.9290 -0.01 -0.29 -0.03 0.073
H -5.8770 -1.9657 -3.0156 0.00 -0.30 -0.02 0.061
H -5.2109 0.2017 -3.3459 -0.21 -0.12 -0.45 0.068
C -2.5991 -4.7793 -6.7762 0.13 -0.14 0.06 -0.160
O -2.1798 -3.8874 -5.7597 0.35 0.03 0.47 -0.145
H -3.4414 -4.3359 -7.3126 0.15 0.01 0.15 0.081
H -1.7757 -4.9513 -7.4736 -0.15 -0.15 -0.17 0.077
H -2.9132 -5.7242 -6.3262 -0.09 -0.11 -0.25 0.076
H -1.4322 -4.3075 -5.3015 -0.40 0.31 -0.21 0.085
C 0.0833 -1.1429 -9.9592 -0.19 0.10 -0.07 -0.175
O 0.3807 -1.4948 -11.2980 -0.25 -0.09 -0.57 -0.133
H 0.9906 -1.2355 -9.3577 -0.12 -0.01 -0.17 0.082
H -0.2712 -0.1100 -9.9232 -0.01 -0.02 0.32 0.082
H -0.6822 -1.8162 -9.5661 0.01 0.10 0.24 0.066
H -0.4426 -1.4030 -11.8071 0.55 -0.07 0.24 0.081
C -6.5777 3.1810 8.3485 0.15 -0.01 -0.15 -0.167
O -7.0972 2.0680 7.6444 0.11 -0.32 -0.43 -0.149
H -7.2054 3.3734 9.2218 0.05 -0.11 -0.18 0.081
H -5.5584 2.9625 8.6762 0.04 0.23 0.15 0.074
H -6.5826 4.0592 7.6983 0.08 0.18 0.19 0.075
H -6.5201 1.9215 6.8757 -0.43 0.07 0.39 -0.001
C 5.7219 -8.2972 -1.5883 0.17 -0.21 0.23 -0.168
O 5.5221 -7.8142 -2.9041 0.16 0.01 -0.63 -0.133
H 4.9543 -7.8759 -0.9349 0.22 -0.08 -0.24 0.058
H 5.6434 -9.3871 -1.5835 0.06 -0.06 0.21 0.076
H 6.7085 -7.9906 -1.2326 -0.01 -0.10 0.21 0.079
H 6.2174 -8.2047 -3.4605 -0.49 0.32 0.24 0.082
```
Forces are in eV/Å.

Values from the calculation:
- LUMO: -0.158 eV
- HOMO: -0.3321 Ha
- 2S+1: 1
- E: -156608.236 eV
- Strongest force on any atom: 0.17989 hartree/bohr
- Charge: 0

=====

2.
The following is a quantum chemistry calculation of C49H50BN9OP2S2ScTe as an isolated structure, from OMol25.

XYZ file:
```
116
Properties=species:S:1:pos:R:3:forces:R:3:lowdin_charge:R:1
Sc 0.2824 -0.9422 -0.7293 -0.02 0.43 0.41 0.549
C -2.8333 1.9004 0.4065 0.03 -0.07 -0.12 -0.036
C -2.6655 1.1965 -0.9011 0.01 0.04 -0.11 -0.325
C -3.2401 1.5795 -2.1296 -0.02 0.06 0.02 -0.019
C -2.9720 0.5422 -2.9902 0.15 0.03 -0.03 -0.102
N -2.2743 -0.3927 -2.3189 -0.19 -0.16 0.02 0.011
N -2.0521 0.0213 -1.0335 0.01 -0.18 -0.22 0.070
B -2.0609 -1.8866 -2.7497 0.13 0.09 0.12 -0.656
N -2.0510 -2.7498 -1.4648 0.02 0.00 0.03 0.033
C -2.9751 -3.6509 -1.1053 -0.02 -0.10 0.01 -0.030
C -2.7042 -4.0672 0.1794 -0.04 -0.01 0.00 0.005
C -1.5648 -3.3555 0.5670 0.07 -0.02 -0.01 -0.310
C -0.8392 -3.4349 1.8689 -0.10 -0.02 -0.04 -0.040
N -1.1750 -2.5647 -0.4393 -0.07 -0.14 0.02 -0.012
N -0.7077 -2.0114 -3.4845 0.00 -0.14 -0.17 0.035
C -0.4405 -2.1345 -4.7918 0.08 0.03 -0.01 -0.050
C 0.9294 -2.0845 -4.9617 -0.02 0.03 -0.04 -0.008
C 1.4536 -1.9261 -3.6740 0.07 -0.03 0.07 -0.327
C 2.8839 -1.8603 -3.2473 -0.09 -0.01 -0.02 -0.020
N 0.4546 -1.8771 -2.7908 -0.15 -0.02 0.05 0.020
N -3.2179 -2.3478 -3.6186 -0.02 0.13 -0.01 -0.022
C -4.5324 -2.0349 -3.4655 0.10 -0.01 -0.03 -0.089
C -5.2619 -2.9075 -4.2264 -0.07 -0.04 -0.03 -0.021
C -4.2996 -3.7592 -4.8197 -0.02 -0.04 0.06 -0.353
C -4.5196 -4.9205 -5.7351 0.01 0.03 0.07 -0.038
N -3.0808 -3.4277 -4.4345 -0.03 0.07 -0.01 0.123
H -3.0268 2.9614 0.2487 0.03 0.01 0.00 0.089
H -1.9730 1.7777 1.0555 0.04 0.00 0.02 0.005
H -3.6891 1.4793 0.9396 0.02 0.02 -0.02 0.091
H -3.8032 2.4762 -2.3353 0.01 -0.05 0.02 0.107
H -3.2377 0.3980 -4.0264 -0.03 -0.02 0.07 0.133
H -3.7606 -3.9461 -1.7835 0.06 0.03 0.02 0.124
H -3.2545 -4.7868 0.7616 0.04 0.02 0.00 0.107
H -1.5038 -3.8412 2.6318 0.01 0.00 -0.03 0.084
H -0.4871 -2.4570 2.1906 0.02 0.01 0.03 0.025
H 0.0322 -4.0856 1.7826 0.03 0.02 0.00 0.070
H -1.2356 -2.2776 -5.5029 0.02 -0.01 0.04 0.114
H 1.4801 -2.1649 -5.8847 -0.03 -0.04 0.05 0.106
H 3.4832 -1.3433 -3.9960 0.00 0.01 0.00 0.083
H 3.2828 -2.8696 -3.1256 0.01 0.01 0.02 0.088
H 2.9898 -1.3553 -2.2861 0.03 0.00 -0.02 0.028
H -4.8459 -1.2276 -2.8231 0.00 -0.04 -0.02 0.123
H -6.3329 -2.9324 -4.3458 0.04 0.00 -0.01 0.101
H -5.2370 -4.6773 -6.5190 0.02 0.01 -0.01 0.074
H -4.9100 -5.7763 -5.1813 -0.01 0.00 -0.03 0.076
H -3.5752 -5.2129 -6.1907 -0.02 0.00 -0.01 0.074
S 3.5118 1.3968 0.2863 -0.03 -0.15 0.08 0.298
P 2.2071 2.5674 1.1798 0.06 0.09 0.01 0.451
C 0.8515 1.7631 2.0309 0.05 0.24 -0.06 -0.996
P 0.2903 2.6007 3.5481 -0.06 -0.12 0.15 1.015
S 0.1078 0.3439 1.4794 0.08 0.01 0.20 0.549
C -1.4843 2.1398 3.7244 0.09 0.00 -0.01 -0.410
C -2.4189 3.1561 3.5394 -0.04 -0.03 -0.09 -0.127
C -3.7809 2.9087 3.6745 0.05 -0.01 0.02 -0.100
C -4.2185 1.6326 3.9943 0.02 0.02 0.01 -0.097
C -3.2942 0.6126 4.1933 -0.02 -0.02 0.00 -0.077
C -1.9366 0.8650 4.0726 -0.03 0.09 0.02 -0.107
C 1.0090 1.5467 4.8759 0.00 0.02 -0.13 -0.379
C 0.6531 1.8367 6.1941 0.06 -0.02 0.03 -0.109
C 1.1623 1.0860 7.2418 -0.02 0.02 -0.02 -0.091
C 2.0444 0.0418 6.9863 0.00 -0.03 -0.02 -0.095
C 2.4127 -0.2444 5.6808 -0.01 0.05 0.00 -0.077
C 1.8980 0.5060 4.6287 0.02 -0.05 0.00 -0.093
C 1.5164 3.7107 -0.0608 -0.03 -0.10 -0.01 -0.340
C 2.3070 4.7241 -0.6004 -0.04 0.01 -0.05 -0.094
C 1.8447 5.4622 -1.6799 0.05 0.01 0.03 -0.081
C 0.5968 5.1895 -2.2311 0.01 0.00 -0.01 -0.087
C -0.1950 4.1868 -1.6905 -0.03 0.02 0.03 -0.080
C 0.2664 3.4472 -0.6083 -0.04 0.23 0.12 -0.087
C 3.0556 3.6209 2.3978 -0.16 0.06 0.00 -0.380
C 2.6217 4.9161 2.6819 0.05 -0.10 0.00 -0.119
C 3.2702 5.6693 3.6478 -0.03 0.03 -0.02 -0.080
C 4.3413 5.1280 4.3457 0.03 -0.02 0.02 -0.082
C 4.7782 3.8412 4.0648 -0.03 0.00 -0.02 -0.072
C 4.1437 3.0907 3.0848 -0.02 0.03 0.05 -0.102
H -2.0718 4.1501 3.2787 -0.01 0.01 0.04 0.095
H -4.4951 3.7122 3.5429 0.01 -0.01 -0.03 0.101
H -5.2775 1.4328 4.1057 0.02 0.00 -0.01 0.101
H -3.6381 -0.3826 4.4504 0.03 0.03 0.01 0.103
H -1.2224 0.0760 4.2659 0.04 -0.03 -0.06 0.099
H -0.0320 2.6533 6.3975 0.00 -0.02 0.01 0.104
H 0.8719 1.3136 8.2602 0.00 0.01 -0.01 0.100
H 2.4390 -0.5484 7.8041 0.00 0.02 0.00 0.099
H 3.0938 -1.0597 5.4692 -0.01 0.01 0.01 0.105
H 2.1823 0.2584 3.6121 -0.02 0.01 0.01 0.078
H 3.2834 4.9288 -0.1770 0.01 -0.01 -0.03 0.114
H 2.4580 6.2545 -2.0916 -0.01 -0.01 0.00 0.104
H 0.2436 5.7665 -3.0777 -0.01 0.00 0.03 0.104
H -1.1743 3.9771 -2.1061 0.02 -0.02 0.00 0.103
H -0.3396 2.6622 -0.1815 -0.07 -0.07 -0.03 0.066
H 1.7705 5.3251 2.1530 -0.01 0.03 0.03 0.102
H 2.9345 6.6761 3.8646 -0.01 -0.03 -0.01 0.103
H 4.8374 5.7112 5.1120 -0.01 0.00 -0.03 0.103
H 5.6156 3.4219 4.6072 -0.01 -0.01 -0.01 0.105
H 4.4916 2.0944 2.8431 0.00 -0.01 0.01 0.080
C 0.3480 1.7761 -4.0046 0.01 -0.06 -0.05 0.038
C 1.1635 1.4540 -2.7915 0.30 0.19 -0.16 -0.521
N 2.3844 1.9513 -2.6996 -0.18 0.10 -0.14 0.223
O 0.7266 0.7090 -1.8959 -0.12 -0.06 0.10 -0.129
H 0.5989 2.7592 -4.4018 0.01 -0.05 -0.01 0.087
H -0.7063 1.7373 -3.7482 -0.06 -0.01 0.03 0.072
H 0.5497 1.0153 -4.7636 -0.03 -0.01 0.02 0.095
H 2.7137 2.6350 -3.3575 -0.05 0.03 -0.04 0.125
H 2.8675 1.8427 -1.8065 0.26 -0.14 0.20 -0.021
Te 2.4604 -2.0961 0.7239 -0.02 -0.12 -0.29 0.855
C 2.7253 -4.0442 -0.0818 -0.22 -0.04 -0.12 -0.635
C 1.7683 -4.6307 -0.9156 0.10 -0.02 0.07 -0.168
C 1.9611 -5.9043 -1.4367 0.02 0.01 0.01 -0.095
C 3.1113 -6.6192 -1.1289 -0.03 0.02 0.01 -0.108
C 4.0648 -6.0480 -0.2968 0.01 0.00 0.01 -0.103
C 3.8745 -4.7734 0.2219 0.00 0.05 -0.02 -0.167
H 0.8623 -4.0893 -1.1560 -0.03 -0.02 -0.04 0.063
H 1.2064 -6.3395 -2.0825 0.01 0.02 0.02 0.101
H 3.2592 -7.6151 -1.5276 0.01 0.02 -0.01 0.095
H 4.9658 -6.5979 -0.0500 -0.02 0.02 0.00 0.098
H 4.6300 -4.3349 0.8640 -0.01 -0.03 -0.01 0.085
```
Forces are in eV/Å.

Values from the calculation:
- LUMO (alpha / beta): 0.312 / -0.646 eV
- Relative energy (zero: lowest compared OMol25 entry of this formula, charge and spin): 0.00 kJ/mol
- HOMO (alpha / beta): -0.2345 / -0.2401 Ha
- 2S+1: 2
- E: -136009.908 eV
- Strongest force on any atom: 0.01153 hartree/bohr
- Charge: 0

=====

3.
The following is a quantum chemistry calculation of one molecule with the formula C4H4N2O2, from OMol25.

XYZ file:
```
12
Properties=species:S:1:pos:R:3:forces:R:3:nbo_charge:R:1
O -1.7425 1.8958 -0.0202 1.41 -0.74 0.02 -0.541
C -1.2127 0.7913 0.0508 -1.16 -0.52 0.63 0.458
C -1.9431 -0.4867 0.1988 2.86 -2.18 -2.01 -0.155
N -1.1378 -1.5480 -0.0853 -1.34 2.14 1.07 -0.135
N 0.1391 -1.1043 -0.0260 1.50 -2.60 -0.49 -0.415
C 0.1765 0.2505 0.0337 0.59 2.68 -0.68 -0.097
C 1.3287 0.9258 -0.0437 0.12 -2.71 0.49 0.236
O 2.5147 0.2663 0.0477 0.23 -3.17 2.67 -0.671
H -2.9502 -0.5915 -0.0511 -1.59 -0.26 0.31 0.211
H 0.9586 -1.6701 -0.4808 -2.67 1.34 1.04 0.409
H 1.4016 1.9085 -0.3534 0.21 2.00 -0.13 0.204
H 2.4669 -0.6377 0.7295 -0.17 4.01 -2.93 0.496
```
Forces are in eV/Å.

Values from the calculation:
- LUMO: -0.662 eV
- Relative energy (zero: lowest compared OMol25 entry of this formula, charge and spin): 360.19 kJ/mol
- HOMO: -0.3174 Ha
- 2S+1: 1
- SMILES: O=C1C=NN/C1=C\O
- E: -11284.806 eV
- Strongest force on any atom: 0.09653 hartree/bohr
- Charge: 0